# 1
{"formula": "C28H17BCl89N3O2S", "method": "the ωB97M-V functional and the def2-TZVPD basis", "symbols": ["Cl", "H", "C", "Cl", "C", "N", "C", "Cl", "Cl", "Cl", "Cl", "C", "Cl", "H", "Cl", "C", "Cl", "Cl", "Cl", "H", "C", "C", "C", "Cl", "H", "Cl", "C", "Cl", "C", "C", "C", "H", "Cl", "Cl", "O", "Cl", "Cl", "Cl", "Cl", "Cl", "Cl", "C", "Cl", "Cl", "Cl", "Cl", "Cl", "Cl", "C", "Cl", "Cl", "Cl", "C", "Cl", "Cl", "Cl", "Cl", "Cl", "Cl", "Cl", "N", "H", "Cl", "C", "H", "C", "O", "Cl", "Cl", "H", "Cl", "C", "Cl", "Cl", "Cl", "Cl", "H", "Cl", "Cl", "Cl", "Cl", "Cl", "Cl", "C", "Cl", "Cl", "C", "C", "H", "Cl", "S", "Cl", "Cl", "H", "Cl", "H", "Cl", "C", "C", "Cl", "Cl", "H", "Cl", "Cl", "Cl", "N", "Cl", "Cl", "B", "Cl", "Cl", "Cl", "Cl", "Cl", "C", "C", "Cl", "Cl", "Cl", "Cl", "Cl", "H", "H", "Cl", "C", "Cl", "H", "Cl", "H", "Cl", "Cl", "C", "Cl", "C", "Cl", "Cl", "Cl", "Cl", "Cl", "Cl", "Cl"], "positions_angstrom": [[-8.0301, 9.0851, 5.9462], [0.1008, -1.5574, -0.9588], [0.4461, -7.5781, -4.8943], [3.5629, 8.1344, -2.5340], [0.7588, -12.4669, -7.7145], [-4.7336, 2.5280, -0.3052], [-0.1853, 10.4660, 4.3200], [6.8805, -0.0556, 6.7849], [-1.6962, 10.3277, 5.2360], [1.4571, 0.2718, 7.1503], [1.3196, 3.7492, 1.5391], [-1.2576, 2.1253, 10.8591], [4.7855, -7.7633, 9.7857], [-3.2562, 0.4111, -2.4710], [1.0011, 10.3466, -4.1137], [0.0933, 0.0857, 6.0280], [1.1819, 10.5751, 5.4448], [-4.5007, -9.5572, -4.3675], [4.5971, -15.5983, -10.7855], [-4.3654, 2.2123, -3.0886], [0.0346, -1.5935, -3.9877], [-4.5691, 7.3435, 2.6026], [-3.5015, 0.6305, -1.3940], [-6.0377, 9.9727, 4.0431], [-1.7783, -2.0995, 0.4379], [0.8439, 6.5865, 1.8725], [3.8463, 8.2832, -0.7907], [8.0775, -5.1337, 8.2081], [6.5528, -4.2476, 8.4065], [5.8412, 1.2875, 7.2984], [7.1168, -1.8699, 13.3119], [-5.5854, 2.0781, -0.6399], [0.7213, -7.2546, -6.6179], [5.9891, 2.6253, 6.1446], [2.4880, -0.9545, -2.9930], [2.3027, -0.6265, -5.9716], [5.7590, 1.9988, -1.4086], [-6.5651, 11.5388, 6.4224], [2.8253, -8.0660, 7.6771], [5.9696, -13.4362, -9.4322], [3.4022, -10.2855, 9.4473], [5.5830, 1.8356, 0.3484], [-5.6369, 4.8644, -1.8824], [-6.1030, 7.7523, -1.5473], [-3.7776, 5.9801, 1.7897], [-3.6637, -4.0192, -6.4501], [6.7007, -2.6382, 7.6714], [-6.9811, -3.3124, -3.8048], [-7.2915, 10.5035, 5.1778], [-6.3444, -8.0384, -6.0064], [-8.1150, -6.1532, -11.8480], [-8.5353, 11.4160, 4.3020], [-2.1284, -1.7087, -0.5566], [-1.5807, 9.2297, -4.8084], [5.1468, -15.7857, -7.9479], [-2.3065, -3.1979, -8.8612], [-3.5037, 8.7719, 2.5515], [-4.6230, -4.2963, -2.4229], [0.1480, -13.0548, -6.1559], [-4.2240, 6.7794, -3.5224], [-2.4049, 2.8257, -0.5847], [-2.9108, 2.9872, -2.9216], [2.6971, 9.4480, -0.1026], [-3.5803, 2.2140, -1.1930], [-2.4116, 2.7740, 0.4258], [-5.7518, 6.4328, -2.6873], [1.1790, 0.9362, -3.8278], [2.3174, -13.2354, -8.0667], [0.0125, 1.5855, 9.7458], [0.3178, -2.6687, -3.8392], [5.9384, 0.1658, 0.8268], [-6.5726, -6.6907, -11.1567], [-4.6083, -1.6485, -3.6401], [7.0036, -1.1280, 11.7062], [7.3164, -15.9647, -9.8581], [5.7422, -2.9660, 13.5533], [-2.9472, -2.3347, -0.9986], [-3.3126, -5.8892, -8.5794], [3.6136, 6.7039, -0.0227], [8.6129, 9.2897, -0.2312], [7.0886, -0.6039, 14.5535], [5.3700, -9.4376, 7.4979], [1.6088, -6.6509, -3.9261], [0.8130, 5.0138, 2.6766], [0.3387, -1.3745, 5.0530], [0.9697, -10.7081, -7.6391], [-4.7234, -8.0562, -5.2868], [-0.8427, -1.8339, -1.5112], [-0.4562, -1.5150, -4.9907], [-0.5692, 3.2530, 12.0423], [1.5315, -0.4918, -4.0274], [5.5038, 8.8461, -0.5032], [10.7331, 9.6770, -2.1656], [-0.8640, 0.0159, -2.6925], [-4.8865, 6.8900, 4.2905], [-2.1904, 0.3442, 0.6663], [-5.2528, -5.7160, -11.8307], [-0.0313, 8.9062, -4.0083], [-5.5995, -2.8521, -2.7939], [6.1920, -4.0693, 10.1332], [-6.3079, -8.3979, -11.5579], [-1.5311, 2.4998, -0.9898], [-1.2036, -7.0952, -4.4623], [5.2417, -5.1444, 7.6179], [0.0066, 9.0334, 3.2968], [-3.8400, 2.8727, -2.5040], [0.6565, -9.3086, -4.5770], [-1.9371, 0.7220, 11.7050], [-2.5874, -0.1593, -0.3386], [4.1545, 0.7374, 7.3535], [1.9206, 5.0408, 4.0604], [-3.5018, -8.0234, -6.5904], [0.0142, 1.5098, 4.9730], [-4.5885, -6.6902, -4.1418], [-0.9925, -1.0788, -2.8849], [5.7574, -15.1962, -9.5060], [-5.1644, -3.6800, -8.9001], [-6.1897, -2.1514, -1.2754], [-2.5387, 2.9396, 9.9414], [-0.2353, 11.9211, 3.3059], [6.3394, 1.8365, 8.9104], [-0.7771, -2.9359, -1.7632], [-4.5562, 0.2387, -1.2504], [-1.4189, -0.0602, 6.9421], [-3.6171, -4.1973, -8.2010], [-7.0683, 6.3564, -3.8785], [-4.5071, 2.1157, 0.6078], [10.9757, 7.6178, -0.1434], [-2.0245, -1.2665, -3.2828], [-6.6170, -6.4995, -9.3930], [8.6307, -2.7855, 13.4342], [4.0961, -8.8885, 8.6028], [-0.4017, -12.8693, -8.9940], [9.8471, 8.4742, -1.2100], [0.7714, 7.5399, -4.8080], [3.9221, 2.2460, 0.8158], [6.7126, 2.9368, 1.1612], [-0.3187, 8.5065, -2.3044], [-0.8340, 4.6691, 3.2383], [9.0641, 7.3134, -2.2979], [-6.1072, 7.7502, 1.7915]], "de_lowest_kj_mol": 0.00, "fmax_ha_per_bohr": 0.084, "homo_ev": -9.0, "e_tot_ev": -1163874.658, "molar_mass_da": 3625.66, "gap_ha": 0.306}

=====

# 2
{"formula": "C27H22IrN5O2S", "method": "the ωB97M-V functional and the def2-TZVPD basis", "symbols": ["C", "H", "H", "C", "H", "H", "C", "H", "C", "C", "N", "H", "H", "H", "C", "C", "H", "C", "C", "Ir", "C", "C", "S", "H", "H", "C", "C", "C", "C", "H", "H", "C", "C", "C", "C", "C", "H", "H", "N", "C", "C", "H", "N", "C", "N", "N", "C", "H", "H", "H", "H", "O", "C", "C", "O", "H", "C", "H"], "positions_angstrom": [[-4.6811, 0.5247, -0.7402], [0.9202, -1.8929, 1.5892], [0.2009, 4.8316, -0.1785], [-3.3508, -0.1239, -0.4229], [-5.2341, -0.1189, -1.4232], [-4.6336, 2.0175, -2.3558], [-1.7108, 2.3036, 3.3932], [-4.6687, 2.7302, -0.7542], [2.0856, 2.4514, -2.6361], [-4.3032, 1.8790, -1.3272], [-0.0128, 2.1430, 0.3252], [-5.2592, 0.5879, 0.1813], [1.4824, 5.7331, -2.1066], [1.7763, -3.7320, 2.9992], [-2.2886, 1.3732, 4.2202], [-2.7851, 1.8984, -1.3046], [3.4426, -3.3541, -2.0828], [-1.6413, -0.3578, 2.7133], [1.1377, -3.9506, 2.1540], [-0.3410, 0.2083, -0.0256], [0.8098, -5.2690, 1.8487], [2.1097, 3.8148, -2.8299], [-0.8101, -1.9749, -0.7555], [-1.1231, -4.7485, -0.8832], [2.6358, 4.2301, -3.6777], [-2.2564, 0.0137, 3.8819], [1.3722, 1.9307, -1.5436], [-0.1708, -3.2032, 0.2746], [2.4713, -0.1902, -1.3683], [3.8120, 1.4155, -0.8431], [1.1881, -6.0727, 2.4661], [0.6695, 2.8104, -0.6752], [4.8733, -0.3958, -1.2611], [1.4486, 4.6649, -1.9385], [0.0029, -5.5582, 0.7544], [3.5243, -2.3102, -1.8112], [5.6672, -2.3439, -1.6841], [-0.2432, -6.5841, 0.5171], [-1.0668, 0.5423, 1.8921], [3.7360, 0.3806, -1.1479], [-1.0899, 1.8782, 2.2101], [5.8418, 0.0476, -1.0732], [-2.3066, 0.6872, -0.7912], [2.3784, -1.5480, -1.6928], [-0.4905, 2.7599, 1.3796], [1.3226, 0.5916, -1.2147], [4.7741, -1.7404, -1.5959], [-2.7030, -0.7384, 4.5144], [-1.6109, -1.3865, 2.3833], [1.4143, -1.9890, -1.8980], [2.5841, 1.7761, -3.3183], [-3.2214, -1.2131, 0.1188], [-0.4884, -4.5347, -0.0329], [0.6523, -2.9206, 1.3739], [-2.0828, 2.7972, -1.6912], [-2.7719, 1.6924, 5.1338], [0.7291, 4.1759, -0.8543], [-1.7170, 3.3605, 3.6150]], "de_lowest_kj_mol": 58.88, "fmax_ha_per_bohr": 0.013, "homo_ev": [-9.6, -11.5], "spin_multiplicity": 6, "e_tot_ev": -53568.002, "charge": 1, "molar_mass_da": 672.79, "s2": 8.809, "gap_ha": [0.259, 0.205]}

=====

# 3
{"formula": "C30H41N5O7S2SiSr", "method": "the ωB97M-V functional and the def2-TZVPD basis", "symbols": ["H", "C", "O", "H", "H", "O", "H", "C", "H", "H", "H", "O", "H", "N", "H", "O", "H", "H", "H", "H", "H", "Sr", "C", "C", "H", "S", "C", "H", "H", "H", "C", "H", "C", "H", "C", "O", "H", "H", "N", "C", "Si", "C", "H", "H", "C", "H", "H", "C", "H", "C", "C", "H", "C", "C", "H", "C", "C", "H", "N", "C", "H", "H", "C", "H", "H", "H", "N", "H", "C", "S", "O", "C", "H", "C", "H", "C", "O", "C", "H", "H", "C", "C", "C", "N", "H", "C", "C"], "positions_angstrom": [[1.8448, 2.0845, 3.1269], [-1.9487, -2.7386, -3.7455], [-1.9039, 3.4881, -1.2581], [-5.8496, -1.3394, 1.2036], [-4.9023, 1.3750, 2.1873], [2.2046, -1.2042, -0.6909], [2.5217, -2.4248, 2.2793], [-3.9703, 0.8781, 2.4761], [4.0585, 0.8285, 2.5761], [0.7578, 2.8890, -1.1082], [1.0055, 2.5904, -6.0262], [2.8290, -2.1184, -2.8822], [-3.1960, 1.6503, 2.5276], [2.0953, 0.1663, 2.2809], [3.7663, -0.1367, 1.1278], [0.2738, -2.5754, 0.9444], [-4.8505, 0.7440, -0.5622], [-2.5548, -3.0701, 5.3194], [4.9402, -1.1350, -1.3745], [3.0545, 2.8013, 1.5730], [1.3295, 0.7597, 4.1490], [-0.3252, -0.4804, -0.7787], [-1.6783, 4.5667, -5.4361], [1.2996, 3.0019, -0.1724], [2.4866, 1.5420, -0.9866], [2.6983, -0.9435, -2.0547], [1.3480, 1.1073, 3.1088], [-3.2346, 1.4401, -0.5200], [-4.7293, -2.4146, 0.3493], [4.5546, -3.7974, 1.8080], [0.2882, 3.0207, 0.9787], [-3.5087, -0.1158, -1.3218], [-0.5974, 4.0205, -6.1119], [0.4130, 1.8279, -3.7455], [-0.4615, -2.7557, 2.1135], [-1.0803, 1.5012, -1.8716], [-0.3705, 4.3553, -7.1175], [1.5289, -0.0997, 1.4846], [-0.2540, 1.6913, 1.2799], [-0.1541, 2.6194, -4.2218], [-3.5315, -0.4151, 1.1457], [-1.9595, -3.0026, 4.4146], [4.7602, -0.1083, -2.8264], [1.8016, 3.9857, -0.2028], [-1.9907, 4.1494, -4.1452], [4.2568, 2.1530, 0.4823], [-0.5166, 3.7032, 0.6985], [-1.2192, 3.1702, -3.5161], [-0.5987, -4.5812, 4.9659], [3.3545, 0.6615, 1.7506], [-1.4569, 2.6916, -2.0894], [-4.7543, -2.3943, 2.1165], [2.5265, -3.1894, 1.5111], [-0.1063, 1.2866, 2.6772], [-0.5616, 2.0156, 3.3691], [-2.3058, -2.0696, 3.4459], [1.3463, -4.2891, -0.2892], [-0.6404, 0.3444, 2.8002], [-1.9377, -1.0517, 1.2263], [1.3842, -3.3770, 0.7468], [0.7649, 3.4244, 1.8790], [2.4787, -5.7186, -1.4090], [3.2621, 1.9519, 0.9143], [-3.5364, 5.2463, -4.1215], [4.5257, -5.4389, -0.0476], [-1.2383, 1.6707, 1.0343], [-1.9330, -2.8301, -4.9035], [-4.1032, 0.4773, 3.4830], [-4.8436, -1.7706, 1.2252], [-2.0220, -2.6618, -2.0717], [-3.0746, 4.6761, -3.4993], [4.3614, -0.3398, -1.8409], [-3.1635, -1.4363, 3.6257], [-3.7876, 0.5001, -0.4628], [4.3657, 0.5474, -1.2106], [-1.6048, -1.9119, 2.2267], [1.9285, 0.1589, -2.6425], [0.1713, 3.0411, -5.5042], [-2.2979, 5.3215, -5.9132], [0.7284, -4.3424, 2.8923], [3.6508, -3.9451, 1.2277], [-0.8748, -3.8379, 4.2284], [-0.1249, -3.7001, 3.0587], [2.2200, 1.8947, -0.0811], [0.4463, -4.3624, -0.8887], [3.6353, -4.8668, 0.1848], [2.4863, -5.0303, -0.5734]], "de_lowest_kj_mol": 34.35, "fmax_ha_per_bohr": 0.004, "homo_ev": -2.0, "e_tot_ev": -83950.815, "charge": -2, "molar_mass_da": 763.53, "gap_ha": 0.230}

=====

# 4
{"formula": "C13H16F5O2S2Se2Ti", "method": "the ωB97M-V functional and the def2-TZVPD basis", "symbols": ["Se", "H", "Se", "C", "F", "F", "C", "C", "C", "F", "S", "H", "S", "C", "C", "C", "O", "H", "H", "H", "H", "H", "C", "H", "H", "C", "H", "C", "H", "H", "C", "Ti", "O", "F", "C", "H", "H", "H", "C", "F", "H"], "positions_angstrom": [[-0.7999, 0.9525, -1.1789], [3.0032, 1.8410, -0.8639], [2.2025, -1.1204, -0.7284], [3.0293, 1.4737, 2.0244], [-1.3871, 3.4857, 5.0205], [0.5087, 1.5938, 4.7232], [2.3155, 2.5470, -0.4013], [-2.9056, 1.4744, 2.4383], [-0.5967, 1.5269, 3.9871], [-3.9999, 1.4472, 1.6939], [1.5536, 1.8033, 1.0461], [-0.2933, -3.6208, -3.6048], [0.4723, -0.7599, 2.8133], [-1.1028, -2.4252, -1.3419], [-1.5575, 2.5083, 4.1457], [-0.7658, 0.4946, 3.0728], [0.1105, -1.9589, -4.7848], [-0.1066, -2.3977, -5.6131], [2.8323, 3.4501, -0.0850], [-0.0007, -2.9462, 0.2599], [1.5250, 2.7965, -1.1029], [-1.6675, -2.5299, -3.8765], [-0.2275, -1.8053, -2.4253], [-1.1940, -3.5063, -1.4503], [-2.0986, -1.9867, -1.3149], [-0.6052, -0.3361, -2.6693], [1.4641, -3.1116, -2.0660], [-2.7149, 2.4806, 3.3720], [3.6434, 0.7073, 1.5539], [0.0775, 0.1168, -3.3828], [-0.5827, -2.5694, -3.7183], [0.3045, -0.3587, 0.4958], [-0.5607, -2.2015, 0.0022], [-3.6271, 3.4232, 3.5228], [1.2686, -2.0458, -2.1933], [3.5839, 2.4065, 2.0988], [-1.6049, -0.3200, -3.1041], [2.7148, 1.1456, 3.0110], [-1.9237, 0.5122, 2.3109], [-2.0934, -0.4703, 1.3924], [1.8061, -1.7165, -3.0793]], "de_lowest_kj_mol": 31.28, "fmax_ha_per_bohr": 0.012, "homo_ev": -11.9, "e_tot_ev": -206895.910, "charge": 1, "molar_mass_da": 569.18, "gap_ha": 0.271}